# 1
9
Properties=species:S:1:pos:R:3 method="wB97M-V/def2-TZVPD" de_lowest_kj_mol=341.6 total_charge=0
H 1.678 0.629 2.424
Cl -1.965 -0.299 0.857
O -1.762 0.999 -2.816
C 1.548 0.104 1.379
O 1.250 0.790 0.421
C -1.149 -0.499 -0.968
C -1.252 0.324 -2.055
H 1.856 -0.947 1.461
H -0.203 -1.101 -0.703

***

# 2
13
Properties=species:S:1:pos:R:3 method="wB97M-V/def2-TZVPD" de_lowest_kj_mol=277.9 total_charge=0
H -1.029 -0.591 -1.464
C 1.864 -0.060 -0.437
C -0.385 0.168 -0.996
C 1.032 -0.141 0.820
C -0.254 -0.010 0.497
H -3.482 1.199 1.659
O 0.931 0.075 -1.502
C -1.455 0.255 1.224
H -0.847 1.149 -1.189
H 2.532 0.820 -0.413
C -2.544 0.714 1.489
H 1.453 -0.206 1.819
H 2.488 -0.953 -0.605

***

# 3
44
Properties=species:S:1:pos:R:3 method="wB97M-V/def2-TZVPD" de_lowest_kj_mol=1804.6 total_charge=0
C 0.110 1.553 -1.592
H 0.714 -0.425 3.528
H 0.648 1.609 2.445
H 2.928 0.619 3.118
H -1.769 -1.723 2.486
H 1.841 -2.496 1.518
H -0.338 -3.507 0.901
H -1.763 -0.237 -0.268
H 1.515 0.431 -2.332
C -0.153 -2.862 0.052
C -1.299 -1.041 1.674
O 1.193 1.100 0.454
C 1.457 1.185 1.710
C 0.588 0.211 -2.235
C -1.856 -2.493 -0.294
H 2.173 -1.378 3.824
H 2.216 2.351 1.865
C 2.388 0.056 2.383
H -3.295 -1.071 0.596
H -0.937 1.975 -3.376
H -1.729 -2.315 -1.498
C -1.179 3.568 -1.769
H 1.392 -0.720 -4.392
H 0.468 -2.732 2.783
H -0.306 -1.304 -4.973
N 0.010 -1.442 1.194
H -2.583 -3.217 -0.095
C 0.864 -1.999 2.235
C 0.031 3.071 0.186
C -2.101 -1.083 0.173
H 0.049 3.330 1.081
H 3.076 -0.098 1.672
H -1.072 4.856 -0.282
C 0.223 -0.801 -4.320
C -0.495 2.454 -2.317
H 0.434 -2.789 -0.609
H -1.478 -0.579 -2.854
H -2.025 4.182 -2.438
H -1.139 -0.163 1.861
C 0.488 1.835 -0.259
H 0.508 -0.669 -1.164
C -0.208 -0.297 -3.277
C -0.967 3.977 -0.394
C 1.377 -0.922 2.996